No. 1
The following is a quantum chemistry calculation of a cluster of 2 separate species, CH9N6O in total, from the OMol25 dataset.

The total energy is -12160.2729 eV. Its net charge is +1. The highest occupied orbital energy (spin up / spin down) is -12.768 / -12.768 eV. The HOMO-LUMO gap (spin up / spin down) is 8.54 / 8.54 eV.

Each line ends with the Löwdin charge.
Positions of all 17 atoms, in Å:
C1 2.206 -0.156 0.087  -0.45
N1 3.205 -0.786 0.657  0.17
N2 -0.978 0.077 0.609  0.12
N3 1.054 1.332 -1.061  0.00
N4 -0.194 -0.262 -0.262  -0.04
N5 2.267 0.959 -0.499  0.04
N6 -3.549 -0.294 0.080  0.04
O1 0.943 -0.885 0.171  0.01
H1 4.132 -0.468 0.306  0.16
H2 3.059 -1.579 1.320  0.16
H3 -3.220 -1.110 -0.491  0.09
H4 -0.624 0.346 1.564  0.18
H5 1.036 2.371 -1.131  0.12
H6 0.873 0.961 -2.119  0.19
H7 -4.278 0.250 -0.398  0.09
H8 -3.878 -0.784 0.900  0.06
H9 -2.054 0.029 0.266  0.08

No. 2
The following is a quantum chemistry calculation of a structure of composition C10H11ClF5InSY, from the OMol25 dataset.

The total energy is -53710.8895 eV. Its net charge is -1. The highest occupied orbital energy is -4.960 eV. The HOMO-LUMO gap is 7.27 eV.

Each line ends with the Löwdin charge.
Positions of all 30 atoms, in Å:
Y1 -2.314 2.218 0.752  0.99
Cl1 -2.385 0.858 -1.445  -0.04
C1 -2.327 4.405 0.005  -0.34
C2 -4.612 2.307 0.942  -0.35
H1 -3.231 4.930 0.369  -0.05
H2 -1.469 5.082 0.006  -0.06
H3 -2.560 4.218 -1.066  -0.04
H4 -5.018 3.274 1.256  -0.06
H5 -5.171 1.505 1.438  -0.06
H6 -4.848 2.258 -0.149  -0.04
In1 0.083 0.229 -0.250  0.46
C3 1.288 1.355 -1.674  -0.26
C4 -0.592 0.823 1.776  -0.46
H7 1.179 2.400 -1.365  -0.03
H8 2.343 1.051 -1.689  -0.03
H9 0.830 1.209 -2.656  -0.02
H10 -0.805 -0.121 2.292  -0.10
H11 0.379 1.145 2.204  -0.11
F1 4.837 -4.385 0.821  0.08
C5 3.658 -3.877 0.377  -0.12
C6 3.611 -3.225 -0.867  -0.13
F2 4.703 -3.160 -1.668  0.09
C7 2.412 -2.660 -1.292  -0.22
F3 2.409 -1.918 -2.429  0.06
C8 1.225 -2.760 -0.534  -0.58
S1 -0.277 -2.112 -1.094  0.62
C9 1.318 -3.361 0.744  -0.22
F4 0.234 -3.321 1.564  0.06
C10 2.518 -3.899 1.200  -0.13
F5 2.580 -4.464 2.432  0.09

No. 3
The following is a quantum chemistry calculation of a structure of composition C21H21F6IN7O7S4TaTe4, from the OMol25 dataset.

The total energy is -145355.8227 eV. The highest occupied orbital energy is -7.435 eV. The HOMO-LUMO gap is 6.04 eV.

Each line ends with the Löwdin charge.
Positions of all 72 atoms, in Å:
Ta1 -0.730 0.117 0.784  1.18
S1 -3.108 0.672 0.217  0.54
C1 -3.311 -0.897 0.909  -1.11
N1 -2.327 -1.378 1.622  -0.17
C2 -2.579 -2.722 1.942  -0.29
C3 -1.795 -3.537 2.750  -0.06
C4 -2.217 -4.827 2.999  -0.07
C5 -3.414 -5.311 2.465  -0.08
C6 -4.216 -4.502 1.682  -0.09
C7 -3.788 -3.205 1.426  -0.44
S2 -4.601 -1.957 0.506  1.09
H1 -0.878 -3.143 3.159  0.00
H2 -1.612 -5.476 3.619  0.11
H3 -3.722 -6.327 2.670  0.10
H4 -5.151 -4.868 1.280  0.11
Te1 0.785 -0.962 2.899  0.39
Te2 0.009 -0.175 5.347  0.04
Te3 0.093 2.366 4.409  0.04
Te4 -1.821 1.867 2.564  0.37
C8 3.291 4.237 1.239  0.00
N2 2.761 2.933 0.852  -0.02
C9 3.604 1.947 0.460  -0.01
C10 3.181 0.716 0.112  0.03
C11 1.791 0.503 0.233  -0.58
O1 1.199 -0.628 0.133  -0.31
N3 0.928 1.494 0.543  0.01
C12 1.366 2.765 0.876  -0.53
O2 0.647 3.695 1.165  -0.01
H5 3.435 4.868 0.362  0.10
H6 4.240 4.097 1.751  0.10
H7 2.582 4.712 1.907  0.09
H8 4.652 2.215 0.453  0.14
H9 3.845 -0.076 -0.188  0.12
I1 2.387 -6.775 -1.741  0.86
C13 1.741 -5.410 -0.342  -0.78
C14 2.199 -5.273 0.945  -0.16
N4 1.466 -4.284 1.494  -0.03
N5 0.574 -3.757 0.647  0.04
C15 0.732 -4.437 -0.477  -0.21
H10 2.963 -5.799 1.491  0.11
H11 1.568 -3.860 2.403  0.09
H12 0.123 -4.218 -1.339  0.10
C16 -0.339 6.215 -0.902  -0.05
N6 -1.299 5.143 -0.734  -0.15
C17 -2.296 5.317 0.311  -0.04
C18 -1.037 3.873 -1.137  -0.51
C19 0.129 3.663 -2.076  0.02
O3 -1.738 2.936 -0.771  -0.09
H13 -0.855 7.169 -0.800  0.09
H14 0.110 6.187 -1.892  0.08
H15 0.455 6.168 -0.148  0.09
H16 -2.597 6.363 0.340  0.08
H17 -1.898 5.024 1.287  0.07
H18 -3.161 4.696 0.098  0.09
H19 -0.034 4.193 -3.017  0.09
H20 0.227 2.601 -2.277  0.06
H21 1.058 4.041 -1.645  0.08
F1 -1.713 -0.244 -4.221  0.17
C20 -2.105 -0.960 -3.176  -0.67
F2 -3.227 -0.460 -2.689  0.14
F3 -2.305 -2.219 -3.539  0.16
S3 -0.731 -0.915 -1.935  0.65
O4 -0.542 0.500 -1.542  -0.40
O5 -1.222 -1.609 -0.725  -0.39
N7 0.383 -1.650 -2.657  -0.26
S4 1.633 -0.975 -3.414  0.63
O6 1.511 -1.097 -4.827  -0.24
O7 2.021 0.273 -2.825  -0.26
C21 2.924 -2.192 -2.915  -0.68
F4 4.070 -1.827 -3.486  0.15
F5 3.087 -2.202 -1.594  0.14
F6 2.600 -3.412 -3.322  0.13